[1]
# C3H6N3O

A 2-piece molecular cluster, C3H6N3O overall (ωB97M-V/def2-TZVPD, the OMol25 dataset).

Each line ends with the Mulliken charge.
CARTESIAN COORDINATES (ANGSTROEM)
C 0.0649 0.8857 0.3971  0.25
C 0.0202 -0.0168 -1.7028  -0.39
C -0.3813 -1.0526 -0.6766  -0.50
N 0.6595 0.4397 3.7781  0.20
N 0.2906 1.1911 -0.8383  -0.20
N -0.2534 -0.3432 0.5707  -0.12
O 1.3692 1.0938 4.3792  -0.18
H 0.9825 -0.2253 -2.1472  0.28
H -0.6591 0.1334 -2.5055  0.33
H -1.6265 -1.2154 -0.7003  0.29
H 0.0233 -1.9988 -0.7264  0.38
H -0.0663 2.0122 -1.3367  0.33
H -0.4236 -0.9038 1.5087  0.34

Cartesian forces, eV/Å:
-0.428 -0.299 0.122
2.154 -0.472 0.615
-6.267 1.115 -0.593
0.114 0.089 -0.090
-1.128 1.231 -2.364
0.330 -2.354 4.442
-0.113 -0.099 -0.003
0.227 -0.413 -0.245
-0.837 0.519 -0.294
3.207 0.032 -0.458
1.341 -1.769 0.102
0.682 0.331 1.113
0.718 2.089 -2.347

frontier orbital gap (spin up / spin down)	11.19 / 4.48	eV
E_LUMO (spin up / spin down)	-3.805 / -7.401	eV
M	100.1	g mol⁻¹
HOMO energy (spin up / spin down)	-15.00 / -11.88	eV
relative energy (zero: lowest compared OMol25 entry of this formula, charge and spin)	505.1	kJ/mol
charge	+1

[2]
# C5H9NO2

The molecule C5H9NO2 (ωB97M-V/def2-TZVPD, the OMol25 dataset).

Each line ends with the Mulliken charge.
CARTESIAN COORDINATES (ANGSTROEM)
C -1.0009 0.3858 0.2557  -0.63
C -0.9998 -1.1372 0.4647  -0.45
C -0.1625 -1.5367 1.6510  0.03
O 0.6259 -2.4317 1.6629  -0.47
C 0.3575 0.8605 -0.1544  0.45
N 0.5488 1.3687 -1.3989  -0.13
C -0.4452 1.3976 -2.4674  -0.93
O 1.3390 0.8023 0.5860  -0.67
H -1.2918 0.8812 1.1861  0.36
H -1.7538 0.7036 -0.4564  0.35
H -2.0102 -1.5295 0.5659  0.39
H -0.6103 -1.6299 -0.4342  0.23
H -0.4471 -0.9324 2.5437  0.29
H 1.4554 1.6724 -1.6456  0.26
H -1.2535 2.0903 -2.1833  0.32
H -0.0512 1.6950 -3.4308  0.31
H -0.9873 0.4610 -2.5902  0.30

Cartesian forces, eV/Å:
-0.647 -0.065 0.248
0.482 0.036 -1.165
-0.915 0.378 0.079
0.278 -0.183 0.142
2.084 0.470 0.196
-1.705 -0.422 -1.021
-1.227 0.328 0.882
-0.961 -0.249 0.201
0.315 0.028 0.074
-0.147 -0.224 -0.198
-0.185 0.141 0.391
0.109 0.003 0.150
0.479 -0.211 0.168
0.966 0.101 0.198
0.285 0.185 -0.352
0.361 0.057 0.095
0.427 -0.373 -0.087

frontier orbital gap	10.35	eV
E_LUMO	0.698	eV
M	115.1	g mol⁻¹
HOMO energy	-9.65	eV
relative energy (zero: lowest compared OMol25 entry of this formula, charge and spin)	77.0	kJ/mol
charge	0

[3]
# C14H28Hg2O10S3

C14H28Hg2O10S3 as an isolated structure (ωB97M-V/def2-TZVPD, the OMol25 dataset).

Each line ends with the Mulliken charge.
CARTESIAN COORDINATES (ANGSTROEM)
Hg 15.0622 -2.8447 24.0116  0.63
Hg 14.3895 -3.3388 19.3121  0.58
O 14.1008 1.9193 20.4685  -0.33
C 14.0987 0.5820 20.2658  0.83
O 14.1401 -0.3044 21.1321  -0.39
O 14.0387 0.1160 19.1601  -0.35
H 13.9092 2.2219 19.5779  0.29
C 18.5553 -2.5714 20.8281  -0.41
O 17.2922 -3.1650 21.0690  -0.22
H 19.2111 -3.4089 20.5903  0.29
H 18.5525 -1.9401 19.9396  0.30
H 18.8499 -1.9710 21.6889  0.26
C 15.8096 3.2353 26.6432  -0.66
C 15.6058 4.0038 25.2720  -0.56
C 15.8986 2.8988 24.2865  -0.64
S 17.2490 1.7095 25.1127  1.01
O 18.4624 2.0350 24.4300  -0.58
O 16.7293 0.3814 25.0517  -0.54
C 17.1982 2.5837 26.8151  -0.59
H 15.0863 2.4223 26.5796  0.30
H 15.6242 3.7268 27.5983  0.38
H 16.4216 4.7235 25.2032  0.33
H 14.6112 4.4022 25.0717  0.34
H 16.2365 3.2812 23.3234  0.45
H 15.0167 2.2661 24.1863  0.29
H 17.9830 3.3352 26.7292  0.35
H 17.4366 1.9018 27.6314  0.42
C 9.5639 0.7435 23.7083  -0.43
C 8.7155 -0.1640 24.5292  -0.59
C 9.4798 -0.5802 25.8265  -0.64
S 11.2064 0.1598 25.6379  1.00
O 12.1459 -0.7318 24.9515  -0.59
O 11.5989 0.6464 26.9665  -0.66
C 10.5768 1.5015 24.6349  -0.68
H 8.9514 1.5178 23.2464  0.32
H 10.1797 0.1195 23.0606  0.26
H 8.3546 -1.0040 23.9357  0.31
H 7.7776 0.2757 24.8686  0.29
H 9.4045 -1.6553 25.9897  0.36
H 9.0805 0.0237 26.6414  0.35
H 11.3623 2.0632 24.1292  0.39
H 10.1157 2.2223 25.3101  0.35
C 17.4192 5.8500 16.8634  -0.70
C 17.0718 7.3409 16.3323  -0.59
C 15.5068 7.4627 16.5334  -0.60
S 14.8990 6.1883 17.8719  1.01
O 14.3312 4.9840 17.2506  -0.59
O 14.2449 6.7546 19.0216  -0.57
C 16.6909 5.5629 18.1895  -0.72
H 18.5028 5.9549 16.9187  0.38
H 17.1403 5.0674 16.1578  0.36
H 17.4761 7.2589 15.3233  0.31
H 17.7809 8.0634 16.7363  0.37
H 14.8278 7.2492 15.7079  0.39
H 15.2916 8.4518 16.9378  0.35
H 16.8664 4.6066 18.6823  0.44
H 17.1412 6.2768 18.8793  0.35

Cartesian forces, eV/Å:
0.007 0.388 -0.170
0.755 0.237 0.349
0.037 -2.392 0.442
0.046 3.136 2.239
0.227 -0.489 1.427
-0.133 -1.608 -3.382
-0.088 1.126 -0.571
-1.788 -2.448 0.935
0.751 1.371 -0.598
0.478 0.141 -0.096
-0.288 0.491 -0.482
-0.074 0.399 0.014
-0.848 -0.395 0.642
2.234 -1.252 1.602
-0.072 -0.620 0.186
-0.820 2.743 -0.929
0.839 -0.132 -0.021
-0.366 -1.028 0.600
-0.353 0.341 -2.232
-0.228 -0.159 0.425
-0.301 0.581 -0.302
-0.463 0.560 -0.143
0.135 0.175 0.458
0.366 -0.507 0.069
0.174 -0.263 -0.157
0.171 -0.139 -0.100
-0.609 -0.092 -0.149
1.147 1.582 0.390
-0.881 -0.934 1.354
0.317 0.675 -1.316
-0.498 -0.870 2.681
-0.748 0.820 -0.247
-0.118 -0.307 -1.658
-0.280 -0.415 -0.583
0.238 -0.354 -0.705
-0.240 0.412 -0.609
0.426 -0.231 0.055
0.112 0.470 -0.092
0.571 0.221 0.339
0.216 -0.416 0.252
0.133 -0.429 -0.193
-0.221 -0.305 0.211
-0.392 1.031 -0.027
-0.889 -3.315 0.010
0.707 0.665 0.719
2.460 -1.993 -0.553
-0.107 1.332 0.058
0.308 0.235 -0.528
0.947 2.239 0.047
0.058 -0.912 0.564
0.132 0.321 -0.369
-1.043 0.274 -0.533
-0.921 0.253 0.911
0.447 -0.074 -0.195
-0.410 -0.176 0.124
-0.862 -0.284 -0.574
-0.403 0.318 0.407

frontier orbital gap	1.86	eV
E_LUMO	-12.000	eV
M	853.7	g mol⁻¹
HOMO energy	-13.86	eV
relative energy (zero: lowest compared OMol25 entry of this formula, charge and spin)	764.0	kJ/mol
charge	+2